1.
{
  "formula": "C9H13NO2",
  "method": "ωB97M-V with the def2-TZVPD basis set",
  "de_lowest_kj_mol": 52.6,
  "smiles": "Cc1ccc(O)cc1.CC(N)=O",
  "energy_ha": -555.9837,
  "symbols": ["C", "C", "C", "C", "C", "O", "C", "C", "H", "H", "H", "H", "H", "H", "H", "H", "C", "C", "N", "O", "H", "H", "H", "H", "H"],
  "coordinates": [[0.797, -3.729, -1.091], [0.002, -2.472, -0.817], [-0.167, -2.007, 0.480], [-1.148, -1.091, 0.802], [-1.959, -0.580, -0.189], [-3.116, 0.119, 0.137], [-1.731, -0.968, -1.498], [-0.750, -1.886, -1.819], [1.640, -3.823, -0.398], [1.103, -3.766, -2.133], [0.123, -4.560, -0.873], [0.414, -2.388, 1.307], [-1.236, -0.691, 1.801], [-2.946, 1.077, 0.077], [-2.341, -0.464, -2.238], [-0.605, -2.180, -2.858], [0.651, 2.524, 0.195], [1.831, 3.010, 1.000], [2.837, 2.106, 1.166], [1.871, 4.112, 1.504], [0.882, 1.599, -0.325], [0.307, 3.338, -0.436], [-0.064, 2.187, 0.934], [3.643, 2.441, 1.687], [3.100, 1.300, 0.620]]
}



2.
{
  "formula": "C9H13NO2",
  "method": "ωB97M-V with the def2-TZVPD basis set",
  "de_lowest_kj_mol": 40.7,
  "smiles": "Cc1ccc(O)cc1.CC(N)=O",
  "energy_ha": -555.9882,
  "symbols": ["C", "C", "C", "C", "C", "O", "C", "C", "H", "H", "H", "H", "H", "H", "H", "H", "C", "C", "N", "O", "H", "H", "H", "H", "H"],
  "coordinates": [[4.491, 0.778, -0.152], [3.273, 0.014, 0.305], [2.861, 0.074, 1.633], [1.691, -0.542, 2.050], [0.872, -1.163, 1.128], [-0.322, -1.736, 1.549], [1.257, -1.249, -0.201], [2.440, -0.652, -0.589], [4.914, 1.309, 0.701], [4.180, 1.549, -0.855], [5.218, 0.133, -0.636], [3.526, 0.442, 2.406], [1.333, -0.489, 3.070], [-0.941, -1.531, 0.838], [0.625, -1.673, -0.972], [2.816, -0.793, -1.598], [-5.083, 0.597, -1.680], [-3.926, 1.143, -0.845], [-3.434, 0.280, 0.099], [-3.372, 2.181, -1.123], [-5.453, 1.430, -2.270], [-5.927, 0.245, -1.081], [-4.704, -0.171, -2.351], [-2.499, 0.467, 0.440], [-3.836, -0.643, 0.135]]
}



3.
{
  "formula": "C9H13NO2",
  "method": "ωB97M-V with the def2-TZVPD basis set",
  "de_lowest_kj_mol": 244.0,
  "total_charge": 1,
  "energy_ha": -555.6331,
  "multiplicity": 2,
  "symbols": ["C", "C", "O", "N", "H", "H", "H", "H", "H", "C", "C", "C", "C", "C", "C", "C", "O", "H", "H", "H", "H", "H", "H", "H", "H"],
  "coordinates": [[1.999, 0.657, 3.326], [3.213, 1.130, 2.652], [4.038, 1.957, 2.995], [3.177, 0.773, 1.249], [3.959, 1.148, 0.714], [2.574, 0.185, 0.749], [1.611, -0.402, 3.371], [1.141, 1.088, 3.007], [2.278, 0.918, 4.418], [-3.710, 0.157, -2.413], [0.130, -0.866, -0.590], [-0.172, -1.321, -1.901], [-0.856, -0.173, 0.141], [-1.348, -0.889, -2.494], [-2.098, 0.082, -0.485], [-2.404, -0.296, -1.793], [1.376, -1.035, -0.047], [1.892, -1.665, -0.601], [0.541, -1.816, -2.540], [-0.925, -0.129, 1.192], [-1.448, -1.049, -3.551], [-2.826, 0.408, 0.215], [-4.317, 0.673, -1.654], [-4.344, -0.552, -2.891], [-3.481, 1.016, -3.068]]
}